Entry 1:
C20H23Br42O | the ωB97M-V functional and the def2-TZVPD basis

Each line ends with the Mulliken charge.
Positions of all 86 atoms, in Å:
C 0.935 3.645 0.656  -1.09
C 0.402 2.430 0.585  0.51
C -0.437 1.052 0.640  -0.54
O -1.677 1.371 -0.063  0.00
C -2.849 0.849 0.592  0.25
C -4.009 1.960 0.817  -0.36
C -3.517 3.479 0.606  -0.39
H 1.025 4.787 0.743  0.33
H -0.585 0.872 1.763  0.06
H -2.666 0.340 1.601  -0.11
H -3.280 0.023 -0.108  -0.07
H -4.429 1.816 1.881  0.28
H -4.861 1.766 0.072  0.19
H -2.640 3.796 1.272  0.20
H -3.346 3.722 -0.516  -0.18
H -4.409 4.158 0.921  0.28
C -2.962 -3.367 -0.661  0.03
Br -1.269 -2.445 -0.458  0.17
Br -4.081 -3.170 0.912  -0.02
Br -3.888 -2.830 -2.280  -0.03
H -2.737 -4.429 -0.761  -0.12
C 3.632 3.952 3.743  -0.41
Br 4.816 2.540 4.358  -0.16
Br 3.130 3.702 1.882  0.03
Br 2.081 4.147 4.893  -0.07
H 4.191 4.886 3.802  0.41
C -4.524 -2.533 5.371  -0.11
Br -3.807 -4.182 6.098  -0.01
Br -3.224 -1.601 4.276  0.05
Br -6.190 -2.827 4.420  -0.07
H -4.751 -1.884 6.218  0.11
C -5.768 -6.832 -3.250  -0.36
Br -4.082 -6.990 -2.304  0.01
Br -7.159 -6.083 -2.124  -0.01
Br -5.573 -5.846 -4.909  -0.01
H -6.081 -7.842 -3.514  0.34
C -4.618 3.801 -3.397  -0.26
Br -3.429 2.416 -2.743  0.09
Br -5.063 3.547 -5.270  -0.07
Br -6.207 3.968 -2.295  -0.03
H -4.079 4.745 -3.324  0.22
C -1.030 6.154 -2.500  0.62
Br 0.036 5.896 -4.101  -0.02
Br -0.192 5.345 -0.946  0.17
Br -1.452 8.029 -2.206  -0.08
H -1.976 5.637 -2.659  -0.65
C 5.224 0.696 0.660  0.27
Br 5.926 -0.979 1.347  -0.04
Br 6.506 1.601 -0.484  -0.06
Br 3.514 0.455 -0.222  0.10
H 5.050 1.345 1.519  -0.30
C 1.270 -5.593 0.540  -0.39
Br 1.999 -7.235 1.274  -0.08
Br 2.568 -4.653 -0.553  0.09
Br -0.389 -5.902 -0.415  -0.01
H 1.036 -4.944 1.384  0.41
C -0.605 -2.000 -4.507  -0.05
Br -0.056 -0.289 -5.238  0.00
Br -1.120 -3.250 -5.901  -0.05
Br 0.743 -2.749 -3.331  0.04
H -1.492 -1.818 -3.899  0.00
C 4.459 -2.567 5.004  -0.32
Br 4.364 -0.670 4.611  0.15
Br 5.941 -2.986 6.185  -0.05
Br 2.775 -3.246 5.690  -0.01
H 4.648 -3.079 4.061  0.24
C 4.394 5.485 -4.279  -0.13
Br 6.280 5.532 -4.737  -0.04
Br 4.056 4.379 -2.722  0.11
Br 3.658 7.269 -4.070  -0.04
H 3.875 5.023 -5.117  0.07
C 4.970 4.257 -8.556  -0.31
Br 6.856 4.307 -9.012  -0.02
Br 4.633 3.145 -7.003  0.00
Br 4.232 6.038 -8.339  -0.01
H 4.451 3.796 -9.397  0.35
C 6.305 -6.505 -0.329  -0.14
Br 6.854 -4.796 -1.065  0.01
Br 5.805 -7.763 -1.719  -0.01
Br 7.647 -7.242 0.863  -0.03
H 5.413 -6.322 0.270  0.14
C -3.826 -2.050 10.031  -0.30
Br -5.542 -1.812 9.155  -0.03
Br -3.757 -3.702 11.046  -0.02
Br -2.352 -1.911 8.778  0.00
H -3.717 -1.233 10.744  0.35

Computed properties:
energy relative to the best compared isomer or geometry (same formula, charge and spin)	162.3	kJ/mol
multiplicity	1
HOMO-LUMO gap	3.93	eV
total charge	-1
LUMO level	0.924	eV

Entry 2:
C20H23BrN2O | the ωB97M-V functional and the def2-TZVPD basis

Each line ends with the Mulliken charge.
Positions of all 47 atoms, in Å:
O -0.492 1.481 3.981  -0.69
C 0.258 1.386 3.034  0.81
C 0.407 2.492 1.981  -1.32
C -0.494 2.099 0.848  -0.05
C -0.037 1.263 -0.165  0.82
C -0.882 0.836 -1.173  -0.31
C -2.202 1.251 -1.162  -0.19
Br -3.372 0.667 -2.551  -0.22
C -2.684 2.079 -0.164  -0.56
C -1.827 2.495 0.838  -0.43
N 1.012 0.303 2.771  0.07
C 0.804 -0.976 3.414  -0.22
C 2.131 -1.559 3.898  -1.04
C 3.103 -1.741 2.721  -0.93
N 2.406 -1.688 1.442  0.41
C 3.304 -2.035 0.343  -1.44
C 2.752 -1.568 -0.976  0.55
C 2.906 -0.241 -1.359  -0.33
C 2.390 0.214 -2.560  -0.48
C 1.706 -0.656 -3.393  -0.61
C 1.553 -1.982 -3.025  -0.64
C 2.076 -2.434 -1.825  -0.26
C 1.224 -2.535 1.472  -0.47
C 0.163 -1.950 2.417  -1.13
H 0.087 3.435 2.422  0.47
H 1.444 2.566 1.655  0.37
H 0.992 0.937 -0.185  0.05
H -0.513 0.188 -1.953  0.34
H -3.717 2.392 -0.168  0.42
H -2.200 3.129 1.628  0.41
H 1.552 0.236 1.919  -0.04
H 0.133 -0.795 4.259  0.61
H 1.924 -2.520 4.370  0.40
H 2.575 -0.905 4.648  0.41
H 3.645 -2.696 2.837  0.36
H 3.846 -0.938 2.720  0.45
H 3.495 -3.122 0.312  0.46
H 4.257 -1.531 0.528  0.51
H 3.448 0.437 -0.714  0.38
H 2.518 1.248 -2.845  0.37
H 1.299 -0.303 -4.329  0.44
H 1.026 -2.666 -3.674  0.40
H 1.967 -3.475 -1.553  0.44
H 1.493 -3.559 1.789  0.32
H 0.821 -2.595 0.460  0.26
H -0.333 -2.756 2.959  0.43
H -0.597 -1.412 1.849  0.42

Computed properties:
energy relative to the best compared isomer or geometry (same formula, charge and spin)	0.0	kJ/mol
multiplicity	1
HOMO-LUMO gap	9.41	eV
total charge	0
LUMO level	0.667	eV

Entry 3:
C20H23CdN6 | the ωB97M-V functional and the def2-TZVPD basis

Each line ends with the Mulliken charge.
Positions of all 50 atoms, in Å:
Cd -1.643 -0.311 -0.196  1.27
N -3.306 -1.800 -0.747  -0.58
C -4.654 -1.222 -0.566  -0.49
C -4.775 0.191 -1.163  -0.74
N -3.603 1.133 -1.008  -0.24
C -3.775 2.189 0.026  -0.77
C -3.649 1.676 1.457  -0.53
N -2.503 0.774 1.703  -0.68
H -3.186 -1.981 -1.741  0.28
H -3.265 -2.652 -0.190  0.24
H -4.928 -1.230 0.512  0.35
H -5.497 -1.773 -1.027  0.37
H -5.684 0.608 -0.663  0.30
H -5.093 0.133 -2.215  0.49
H -3.445 1.616 -1.910  0.25
H -4.746 2.704 -0.144  0.41
H -2.963 2.940 -0.167  0.40
H -4.573 1.154 1.746  0.35
H -3.676 2.621 2.088  0.35
H -2.692 0.219 2.596  0.25
H -1.686 1.363 1.938  0.29
N 8.772 -0.042 0.207  -0.47
C 7.624 -0.168 -0.038  -0.08
C 6.188 -0.306 -0.146  0.78
C 5.456 -1.379 -0.701  -1.07
C 4.096 -1.396 -0.428  -0.15
C 3.417 -0.268 0.110  0.05
C 4.148 0.867 0.504  -0.29
C 5.494 0.755 0.498  -0.92
C 1.957 -0.271 0.164  0.34
C 1.236 -1.286 0.836  0.14
C 1.730 -2.140 1.873  -0.38
C 0.742 -3.101 2.126  -0.86
C -0.309 -2.777 1.348  -0.09
N -0.037 -1.723 0.482  -0.34
C 1.324 0.785 -0.656  0.53
C 2.047 1.624 -1.559  -0.42
C 1.121 2.442 -2.223  -1.14
C -0.126 2.062 -1.721  -0.20
N 0.024 1.103 -0.727  -0.28
H 5.909 -2.217 -1.154  0.50
H 3.483 -2.224 -0.785  0.46
H 3.561 1.757 0.798  0.47
H 6.187 1.480 0.943  0.39
H 2.688 -1.937 2.406  0.47
H 0.710 -3.949 2.845  0.37
H -1.277 -3.266 1.413  0.40
H 3.101 1.552 -1.803  0.43
H 1.218 3.275 -2.913  0.41
H -1.141 2.398 -2.027  0.34

Computed properties:
energy relative to the best compared isomer or geometry (same formula, charge and spin)	0.0	kJ/mol
multiplicity	1
HOMO-LUMO gap (alpha / beta)	6.68 / 6.68	eV
total charge	+1
LUMO level (alpha / beta)	-3.801 / -3.801	eV